(1)
168
Properties=species:S:1:pos:R:3 method="wB97M-V/def2-TZVPD" smiles="CCOC(=O)C(F)(F)F.CCOC(=O)C(F)(F)F.CCOC(=O)C(F)(F)F.CCOC(=O)C(F)(F)F.CCOC(=O)C(F)(F)F.CCN(CC)CC.CCN(CC)CC.CCN(CC)CC.CCN(CC)CC.CC(C)=O" orbital_gap_ev=8.49 total_energy_ev=-119460.7537 largest_force_ha_per_bohr=0.042 total_charge=0 e_lumo_ev=0.5102
C 14.881 -21.161 -4.629
C 15.097 -20.360 -5.907
N 14.203 -19.225 -5.998
C 12.782 -19.520 -6.024
C 12.324 -20.546 -7.072
C 14.575 -18.272 -7.043
C 15.601 -17.256 -6.596
H 13.902 -21.649 -4.646
H 14.984 -20.549 -3.738
H 15.616 -21.968 -4.590
H 16.102 -19.941 -5.794
H 15.063 -20.960 -6.827
H 12.484 -19.902 -5.039
H 12.172 -18.626 -6.155
H 12.355 -20.138 -8.081
H 12.883 -21.484 -7.051
H 11.295 -20.854 -6.859
H 13.673 -17.782 -7.407
H 15.000 -18.821 -7.901
H 16.553 -17.683 -6.284
H 15.278 -16.566 -5.811
H 15.842 -16.612 -7.450
C 14.919 -12.976 -5.819
C 13.552 -13.674 -5.822
N 13.151 -14.186 -7.126
C 12.005 -15.075 -6.961
C 11.578 -15.720 -8.269
C 12.923 -13.092 -8.061
C 11.682 -12.234 -7.790
H 15.582 -13.344 -6.601
H 15.337 -13.087 -4.816
H 14.838 -11.893 -5.956
H 13.657 -14.540 -5.165
H 12.800 -13.015 -5.364
H 12.271 -15.883 -6.264
H 11.167 -14.588 -6.433
H 10.782 -16.449 -8.097
H 11.119 -15.021 -8.971
H 12.419 -16.237 -8.729
H 12.768 -13.444 -9.086
H 13.825 -12.477 -8.101
H 10.783 -12.776 -8.095
H 11.687 -11.362 -8.452
H 11.616 -11.858 -6.770
C 13.394 -10.949 -15.469
C 13.836 -10.452 -14.099
N 12.791 -10.559 -13.093
C 11.704 -9.642 -13.352
C 10.485 -9.919 -12.487
C 13.323 -10.352 -11.757
C 14.376 -11.378 -11.379
H 12.678 -10.288 -15.969
H 12.966 -11.942 -15.352
H 14.225 -10.933 -16.179
H 14.660 -11.107 -13.813
H 14.218 -9.415 -14.142
H 12.005 -8.581 -13.304
H 11.407 -9.791 -14.391
H 9.567 -9.618 -12.990
H 10.442 -10.941 -12.110
H 10.493 -9.329 -11.559
H 12.520 -10.398 -11.024
H 13.740 -9.329 -11.709
H 15.363 -11.277 -11.824
H 13.943 -12.339 -11.677
H 14.516 -11.390 -10.297
C 7.964 -15.274 -2.734
C 8.935 -15.739 -3.819
N 8.251 -16.434 -4.904
C 9.075 -17.373 -5.639
C 9.419 -18.602 -4.807
C 7.457 -15.568 -5.748
C 8.270 -14.497 -6.512
H 7.555 -16.163 -2.253
H 7.181 -14.591 -3.047
H 8.548 -14.786 -1.941
H 9.593 -14.959 -4.242
H 9.613 -16.415 -3.294
H 9.998 -16.945 -6.061
H 8.502 -17.732 -6.498
H 10.018 -19.236 -5.470
H 8.545 -19.178 -4.500
H 9.990 -18.441 -3.892
H 6.961 -16.183 -6.501
H 6.651 -15.083 -5.200
H 9.122 -14.940 -7.016
H 7.601 -14.022 -7.235
H 8.574 -13.692 -5.845
C 6.220 -21.307 -10.363
C 6.319 -19.990 -11.076
O 7.408 -19.182 -10.562
C 8.614 -19.467 -10.952
O 8.922 -20.307 -11.716
C 9.676 -18.611 -10.238
F 10.435 -18.013 -11.127
F 9.140 -17.713 -9.439
F 10.416 -19.403 -9.487
H 7.166 -21.822 -10.234
H 5.557 -21.955 -10.950
H 5.687 -21.263 -9.411
H 5.448 -19.349 -10.978
H 6.507 -20.100 -12.147
C 16.593 -14.934 -9.836
C 15.120 -15.294 -9.724
O 14.912 -16.625 -10.207
C 13.939 -16.899 -11.028
O 13.080 -16.163 -11.354
C 14.036 -18.319 -11.586
F 14.379 -18.219 -12.873
F 14.980 -19.057 -11.009
F 12.893 -18.944 -11.473
H 16.882 -14.853 -10.886
H 17.231 -15.642 -9.305
H 16.750 -13.929 -9.437
H 14.675 -14.514 -10.343
H 14.763 -15.288 -8.698
C 17.808 -13.719 0.839
C 17.766 -12.707 -0.284
O 16.559 -11.950 -0.124
C 15.855 -11.651 -1.173
O 16.081 -11.964 -2.302
C 14.572 -10.866 -0.823
F 14.440 -9.832 -1.664
F 13.515 -11.688 -0.972
F 14.581 -10.392 0.428
H 16.820 -14.089 1.092
H 18.205 -13.194 1.712
H 18.468 -14.555 0.623
H 17.743 -13.151 -1.281
H 18.648 -12.064 -0.306
C 18.358 -14.177 -5.227
C 17.970 -14.447 -3.785
O 17.555 -15.818 -3.726
C 17.145 -16.314 -2.577
O 17.065 -15.710 -1.560
C 16.719 -17.779 -2.752
F 17.069 -18.284 -3.913
F 17.330 -18.506 -1.812
F 15.420 -17.912 -2.574
H 18.501 -13.110 -5.400
H 17.562 -14.503 -5.897
H 19.277 -14.697 -5.491
H 17.197 -13.762 -3.434
H 18.851 -14.301 -3.152
C 13.440 -14.835 -1.684
C 11.977 -14.639 -1.382
O 11.336 -13.808 -2.322
C 10.645 -12.773 -1.919
O 10.490 -12.460 -0.791
C 9.902 -12.063 -3.057
F 8.590 -12.331 -2.973
F 10.056 -10.752 -2.920
F 10.324 -12.416 -4.260
H 13.979 -13.891 -1.669
H 13.557 -15.291 -2.669
H 13.909 -15.502 -0.962
H 11.884 -14.230 -0.373
H 11.440 -15.585 -1.331
C 11.948 -8.505 -6.962
C 13.471 -8.506 -6.944
O 14.084 -9.413 -7.447
C 14.171 -7.309 -6.357
H 11.676 -9.376 -6.363
H 11.559 -8.594 -7.973
H 11.573 -7.586 -6.519
H 14.465 -6.569 -7.109
H 15.069 -7.617 -5.825
H 13.497 -6.723 -5.729

***

(2)
210
Properties=species:S:1:pos:R:3 method="wB97M-V/def2-TZVPD" multiplicity=2 orbital_gap_ev="7.22 / 3.09" total_energy_ev=-92318.4173 largest_force_ha_per_bohr=0.089 total_charge=+1 e_lumo_ev="-2.1271 / -6.2565"
C -2.490 1.299 -7.206
C -3.032 1.700 -5.800
C -4.540 1.361 -5.963
C -5.306 1.103 -4.642
C -4.428 0.321 -3.560
C -2.905 0.685 -3.365
N -2.349 0.971 -4.682
O -1.017 1.093 -4.649
C -2.880 1.926 -2.419
C -2.150 -0.434 -2.695
C -2.796 3.223 -5.686
H -2.843 1.853 -8.076
H -2.404 0.226 -7.377
H -1.468 1.658 -7.327
H -5.116 2.157 -6.435
H -4.689 0.532 -6.655
H -6.210 0.543 -4.881
H -5.571 2.069 -4.214
H -4.548 -0.748 -3.731
H -5.032 0.526 -2.677
H -1.900 2.401 -2.469
H -3.638 2.651 -2.715
H -3.110 1.634 -1.394
H -2.825 -0.835 -1.939
H -1.831 -1.238 -3.359
H -1.245 -0.148 -2.159
H -3.202 3.703 -6.576
H -1.749 3.513 -5.597
H -3.428 3.551 -4.861
H -0.798 0.373 -5.244
C 3.647 1.748 5.212
C 2.137 1.868 5.393
C 1.842 2.507 6.811
C 0.398 2.965 7.059
C 0.159 3.998 5.987
C 0.408 3.568 4.465
N 1.628 2.778 4.325
O 1.852 2.255 3.061
C -0.825 2.674 4.123
C 0.290 4.819 3.572
C 1.613 0.443 5.353
H 4.156 1.064 5.891
H 4.051 2.710 5.529
H 3.951 1.494 4.197
H 1.996 1.687 7.512
H 2.565 3.288 7.047
H 0.334 3.389 8.061
H -0.344 2.173 7.162
H 0.929 4.766 6.067
H -0.849 4.367 6.179
H -0.944 1.774 4.727
H -1.762 3.210 3.968
H -0.703 2.344 3.092
H -0.257 4.597 2.655
H -0.367 5.571 4.010
H 1.258 5.310 3.470
H 2.149 -0.205 6.047
H 1.842 0.022 4.373
H 0.541 0.485 5.545
H 1.317 1.458 3.049
C -4.691 -1.877 -0.348
C -5.723 -2.884 0.224
C -6.745 -2.079 1.136
C -7.750 -1.276 0.408
C -8.538 -2.183 -0.634
C -7.641 -2.913 -1.639
N -6.437 -3.511 -0.958
O -5.585 -4.263 -1.688
C -8.490 -3.987 -2.271
C -7.273 -1.874 -2.717
C -5.070 -3.925 1.057
H -4.282 -2.228 -1.295
H -3.766 -1.836 0.227
H -4.971 -0.831 -0.478
H -7.259 -2.886 1.658
H -6.147 -1.507 1.845
H -7.250 -0.487 -0.155
H -8.409 -0.721 1.075
H -9.286 -1.562 -1.127
H -9.004 -2.926 0.013
H -7.811 -4.588 -2.875
H -8.830 -4.568 -1.414
H -9.361 -3.625 -2.818
H -6.693 -2.514 -3.382
H -8.075 -1.387 -3.271
H -6.519 -1.169 -2.366
H -4.407 -3.509 1.815
H -4.523 -4.604 0.402
H -5.791 -4.511 1.626
H -5.808 -5.126 -1.331
C 5.497 -0.426 -1.454
C 6.905 -0.603 -0.721
C 7.219 0.796 0.001
C 6.446 1.000 1.299
C 6.662 -0.235 2.248
C 6.347 -1.560 1.567
N 6.921 -1.703 0.244
O 6.695 -2.974 -0.356
C 7.124 -2.622 2.408
C 4.843 -1.909 1.563
C 7.993 -0.905 -1.849
H 4.937 -1.353 -1.574
H 5.689 -0.072 -2.467
H 4.813 0.295 -1.005
H 8.260 0.869 0.317
H 6.999 1.635 -0.658
H 5.387 1.027 1.043
H 6.702 1.928 1.808
H 5.958 -0.272 3.080
H 7.688 -0.225 2.614
H 6.787 -3.651 2.282
H 8.177 -2.544 2.138
H 7.102 -2.549 3.495
H 4.221 -1.348 0.866
H 4.709 -2.990 1.506
H 4.366 -1.651 2.509
H 7.720 -1.604 -2.640
H 8.833 -1.353 -1.319
H 8.378 -0.052 -2.407
H 7.572 -3.359 -0.289
C 4.280 4.807 -3.503
C 3.314 4.151 -2.427
C 4.249 3.801 -1.194
C 3.479 3.358 0.060
C 2.392 4.296 0.443
C 1.483 4.857 -0.708
N 2.299 5.084 -1.968
O 1.570 5.624 -3.040
C 0.431 3.715 -1.068
C 0.800 6.071 -0.102
C 2.814 2.808 -3.034
H 5.143 4.170 -3.702
H 4.711 5.753 -3.175
H 3.679 5.001 -4.391
H 4.991 3.024 -1.379
H 4.810 4.700 -0.938
H 4.116 3.182 0.927
H 3.056 2.399 -0.240
H 2.841 5.118 1.000
H 1.793 3.795 1.203
H -0.147 3.471 -0.176
H -0.289 4.148 -1.763
H 0.761 2.808 -1.574
H 0.166 5.892 0.766
H 1.508 6.804 0.285
H 0.198 6.613 -0.832
H 1.882 3.013 -3.560
H 2.486 2.108 -2.266
H 3.542 2.303 -3.669
H 2.081 6.380 -3.338
C -1.840 -3.813 -1.074
C -0.715 -4.814 -0.781
C 0.658 -4.259 -1.090
O -0.742 -5.026 0.621
H -1.918 -2.965 -0.393
H -2.881 -4.136 -1.080
H -1.682 -3.383 -2.063
H -0.754 -5.746 -1.344
H 1.443 -4.986 -0.883
H 0.900 -3.381 -0.491
H 0.764 -4.145 -2.168
H -0.209 -5.796 0.834
C -2.756 -1.018 3.358
C -2.965 -1.917 4.516
C -3.660 -3.209 4.206
O -1.712 -2.131 5.127
H -2.271 -0.074 3.607
H -3.699 -0.663 2.945
H -2.149 -1.522 2.606
H -3.537 -1.376 5.269
H -4.687 -3.022 3.894
H -3.717 -3.801 5.120
H -3.092 -3.775 3.468
H -1.187 -2.523 4.426
C 0.644 -4.849 4.630
C 0.963 -3.665 3.646
C 2.041 -4.114 2.678
O -0.194 -3.178 2.948
H 1.432 -5.178 5.307
H 0.268 -5.703 4.067
H -0.136 -4.423 5.262
H 1.316 -2.771 4.161
H 2.323 -3.439 1.870
H 1.691 -5.001 2.150
H 3.011 -4.391 3.090
H -0.497 -3.815 2.297
C 0.677 -1.657 -5.121
C 1.734 -0.510 -4.778
C 2.506 -0.828 -3.471
O 2.597 -0.149 -5.808
H 1.301 -2.525 -5.331
H 0.115 -1.406 -6.020
H 0.002 -1.838 -4.284
H 1.251 0.435 -4.530
H 3.144 -1.692 -3.660
H 1.784 -1.152 -2.722
H 3.184 -0.009 -3.230
H 2.127 -0.143 -6.645
C 1.407 -0.209 0.158
C 0.347 0.566 1.017
C -1.023 0.773 0.345
O 0.258 0.007 2.263
H 1.633 0.449 -0.681
H 0.917 -1.134 -0.147
H 2.274 -0.368 0.799
H 0.679 1.585 1.217
H -1.466 -0.213 0.209
H -0.854 1.231 -0.629
H -1.685 1.372 0.971
H -0.128 -0.864 2.147

***

(3)
118
Properties=species:S:1:pos:R:3 method="wB97M-V/def2-TZVPD" orbital_gap_ev=4.47 total_energy_ev=-117800.2595 largest_force_ha_per_bohr=0.053 total_charge=-1 e_lumo_ev=2.0530
Sc -0.796 -0.445 1.452
C -2.497 2.112 -5.429
C -1.728 0.927 -4.755
C -0.199 0.943 -4.982
C 0.259 0.964 -6.275
C 1.612 0.820 -6.588
C 2.541 0.740 -5.592
C 2.132 0.826 -4.261
C 3.168 0.793 -3.173
C 3.332 2.167 -2.544
C 0.754 0.948 -3.966
N 0.404 0.899 -2.594
C -0.305 1.916 -2.253
C -0.843 2.240 -0.931
C -1.524 3.485 -0.800
C -2.121 3.503 0.450
C -1.753 2.287 1.059
N -1.078 1.486 0.227
H -3.515 1.946 -5.163
H -2.402 1.903 -6.531
H -2.117 3.081 -5.118
H -2.166 0.025 -5.191
H -1.987 0.912 -3.693
H -0.488 1.014 -7.094
H 1.888 0.763 -7.643
H 3.620 0.668 -5.819
H 4.094 0.439 -3.571
H 2.791 0.050 -2.529
H 3.557 2.941 -3.243
H 4.177 2.083 -1.842
H 2.466 2.376 -1.945
H -0.607 2.670 -2.973
H -1.567 4.227 -1.563
H -2.725 4.317 0.886
H -1.864 2.008 2.079
C -5.120 -1.416 0.128
C -3.806 -0.760 -0.344
C -4.094 0.384 -1.268
C -2.838 -1.797 -0.853
C -2.991 -2.211 -2.353
O -1.627 -2.545 -2.687
C -0.825 -1.976 -1.798
N -1.353 -1.461 -0.778
C 0.588 -2.128 -2.185
C 0.818 -2.255 -3.573
C 2.115 -2.519 -4.034
C 3.158 -2.657 -3.125
C 2.905 -2.541 -1.732
C 1.676 -2.175 -1.263
P 1.544 -1.781 0.596
C 2.018 -3.372 1.413
C 2.702 -3.392 2.607
C 2.919 -4.614 3.270
C 2.371 -5.763 2.664
C 1.745 -5.730 1.459
C 1.504 -4.480 0.807
C 2.895 -0.672 0.968
C 2.828 -0.104 2.257
C 3.709 0.849 2.667
C 4.735 1.275 1.827
C 4.866 0.701 0.580
C 3.914 -0.246 0.146
H -5.610 -0.769 0.906
H -4.837 -2.415 0.508
H -5.771 -1.515 -0.765
H -3.313 -0.355 0.538
H -3.206 0.885 -1.608
H -4.671 1.126 -0.659
H -4.730 0.091 -2.120
H -2.995 -2.730 -0.238
H -3.246 -1.382 -3.047
H -3.630 -3.135 -2.466
H -0.024 -2.088 -4.292
H 2.383 -2.580 -5.086
H 4.162 -2.872 -3.428
H 3.686 -2.792 -1.055
H 3.041 -2.498 3.104
H 3.412 -4.622 4.203
H 2.556 -6.711 3.175
H 1.216 -6.581 1.185
H 0.910 -4.423 -0.107
H 1.985 -0.393 2.810
H 3.745 1.241 3.659
H 5.457 2.041 2.127
H 5.561 1.154 -0.080
H 3.970 -0.509 -0.910
S -1.889 -4.990 1.042
C -1.675 -3.527 1.664
N -1.634 -2.393 2.003
O 2.091 2.051 6.881
C 1.647 2.064 5.753
N 0.898 0.905 5.198
C 0.456 1.219 3.879
O -0.122 0.282 3.058
C 0.948 2.436 3.558
C 0.972 3.218 2.309
C 1.621 4.419 2.306
C 2.297 4.924 3.448
C 2.237 4.269 4.640
C 1.619 3.039 4.709
H 0.486 2.826 1.433
H 1.677 4.912 1.334
H 2.826 5.831 3.326
H 2.765 4.601 5.506
F 1.137 -0.655 6.976
B 0.553 -0.234 5.889
F -0.398 -1.112 5.451
C -5.430 0.423 4.326
C -4.416 -0.490 4.637
C -3.385 -0.648 3.731
N -3.311 0.059 2.614
C -4.182 0.984 2.400
C -5.264 1.222 3.231
H -6.311 0.530 4.954
H -4.417 -1.071 5.577
H -2.644 -1.409 3.947
H -4.094 1.564 1.525
H -5.973 1.942 2.851